(1)
The following is a quantum chemistry calculation of a structure of composition C22H27N2O3ReS2, from the OMol25 dataset.

```
! wB97M-V def2-TZVPD RIJCOSX def2/J DEFGRID3
* xyz 3 2
Re -0.19258 -0.36637 0.73748
C -2.62094 0.92292 2.99392
C -1.44503 0.04470 2.72615
C -0.12920 0.53971 2.79910
C 1.02399 -0.32536 2.74042
C 2.39479 0.22338 3.00454
C 0.80352 -1.67693 2.45740
C -0.48862 -2.16677 2.13302
C -0.69802 -3.59708 1.73636
C -1.60554 -1.28700 2.26994
H -2.41059 1.96665 2.76302
H -2.84288 0.86630 4.06388
H -3.51066 0.58677 2.46384
H 0.02992 1.59316 2.99943
H 2.85831 0.59463 2.08994
H 3.04004 -0.54985 3.41764
H 2.34558 1.04936 3.71181
H 1.65504 -2.34250 2.37658
H -1.47560 -3.69398 0.97929
H -1.02003 -4.16158 2.61472
H 0.22019 -4.04710 1.36590
H -2.60084 -1.68137 2.11193
O 3.29201 2.44413 -0.24221
C 2.52932 3.42144 -0.74278
C 3.17997 4.59134 -1.12776
C 2.45697 5.63080 -1.66288
C 1.06003 5.54631 -1.83594
C 0.40651 4.41171 -1.46315
C 1.11897 3.31424 -0.89852
C 0.40933 2.15613 -0.49791
O 1.00193 1.10828 0.03065
N -0.92458 2.04617 -0.68284
N -1.34914 0.85290 -0.28695
C -2.71664 0.69848 -0.63426
S -3.59008 2.02907 -1.14619
C -5.19143 1.15645 -1.12696
C -4.94981 -0.30718 -1.43497
S -3.44174 -0.82000 -0.53682
H 2.74814 1.67937 -0.01534
H 4.25147 4.65147 -0.99683
H 2.97412 6.53405 -1.95965
H 0.51810 6.37927 -2.25957
H -0.66416 4.33218 -1.58417
H -5.82879 1.62323 -1.87780
H -5.63160 1.31582 -0.14169
H -4.76080 -0.49410 -2.49245
H -5.76973 -0.93946 -1.09681
C 0.83010 -0.53379 -2.74338
C 1.27221 -1.54600 -1.75606
C 2.23086 -2.59093 -2.16539
O 0.85099 -1.55835 -0.57326
H 0.65507 -1.01031 -3.70898
H 1.65469 0.17024 -2.90059
H -0.05353 0.01053 -2.42137
H 1.76395 -3.21727 -2.93265
H 2.55117 -3.20301 -1.32823
H 3.09002 -2.12256 -2.65431
*
```

Results
HOMO-LUMO gap (spin up / spin down) = 4.604 / 4.609 eV
Highest occupied orbital energy (spin up / spin down) = -16.498 / -16.454 eV

=====

(2)
The following is a quantum chemistry calculation of a cluster of 2 separate species, CH3ClNO2S in total, from the OMol25 dataset.

```
! wB97M-V def2-TZVPD RIJCOSX def2/J DEFGRID3
* xyz -1 1
C -1.08785 -0.02021 0.39563
N -0.15615 -1.08293 0.16811
O 1.03321 1.57789 0.16411
O 1.81917 -1.84653 -1.06714
S 0.80942 -0.78838 -0.96942
Cl -2.21816 0.18352 -1.05202
H 1.74557 1.08157 0.58331
H -1.63867 -0.05552 1.33467
H -0.30654 0.95059 0.44276
*
```

Results
HOMO-LUMO gap = 7.648 eV
Highest occupied orbital energy = -3.958 eV

=====

Largest force on an atom values, unit eV/A, following the record order: 0.24, 2.42.
ΔE to the lowest compared entry with this formula, charge and spin values, unit kcal/mol, following the record order: 0.00, 54.71.